No. 1
{
  "formula": "C27H45Cl2InN4O3S2SeSi2",
  "method": "ωB97M-V/def2-TZVPD",
  "e_lumo_ha": -0.00909,
  "homo_energy_ev": -7.83,
  "relative_energy_kj_mol": 43.6,
  "gap_ev": 7.6,
  "species": ["In", "Cl", "C", "C", "C", "Cl", "C", "O", "C", "C", "O", "C", "H", "H", "H", "N", "C", "C", "C", "N", "C", "C", "N", "C", "H", "H", "H", "H", "H", "H", "H", "H", "H", "H", "H", "H", "H", "H", "H", "H", "C", "O", "C", "S", "S", "H", "H", "H", "C", "Si", "C", "C", "C", "Si", "C", "C", "C", "H", "H", "H", "H", "H", "H", "H", "H", "H", "H", "H", "H", "H", "H", "H", "H", "H", "H", "H", "Se", "C", "C", "C", "N", "C", "C", "H", "H", "H", "H"],
  "coordinates": [[0.1034, -0.0397, -0.0355], [-0.5133, -7.7945, -0.2472], [-0.4878, -6.1158, 0.2033], [-0.5423, -5.7631, 1.5420], [-0.5211, -4.4293, 1.8881], [-0.5258, -4.0745, 3.5978], [-0.4542, -3.3684, 0.9432], [-0.4338, -2.1080, 1.3024], [-0.3891, -3.7888, -0.4049], [-0.3575, -2.8306, -1.5264], [-0.6061, -1.5987, -1.4297], [-0.4085, -5.1366, -0.7549], [-0.5953, -6.5238, 2.3080], [-0.6014, -3.2963, -2.4887], [-0.3468, -5.4099, -1.8033], [-1.4308, -1.0582, 3.4017], [-2.3335, -0.2009, 2.6035], [-3.0070, 0.9286, 3.3675], [-3.5523, 1.9242, 2.3299], [-2.4226, 2.5630, 1.6476], [-4.4631, 1.1785, 1.3401], [-3.8913, -0.1084, 0.7147], [-2.7861, 0.1303, -0.2189], [-3.3535, -1.0190, 1.8241], [-0.8595, -1.6278, 2.6601], [-1.9051, -1.6609, 4.0635], [-0.7210, -0.4789, 3.8615], [-1.6957, 0.2746, 1.8718], [-2.2855, 1.4422, 4.0123], [-3.8241, 0.5524, 3.9913], [-4.1711, 2.6633, 2.8490], [-1.8208, 3.0396, 2.3116], [-2.7445, 3.2573, 0.9839], [-4.7816, 1.8641, 0.5454], [-5.3654, 0.8901, 1.8860], [-4.7219, -0.6069, 0.2067], [-3.0109, 0.8621, -0.8804], [-2.5898, -0.7093, -0.7604], [-2.8823, -1.8954, 1.3681], [-4.1673, -1.3574, 2.4743], [5.2151, -1.1642, -0.9564], [4.2853, -1.8279, -1.8317], [2.9967, -1.9168, -1.5097], [2.1198, -2.7918, -2.6476], [2.4894, -1.2207, -0.0423], [6.1675, -1.2033, -1.4747], [5.2834, -1.6790, 0.0003], [4.9157, -0.1337, -0.7779], [1.2383, 4.0555, -2.9045], [1.2014, 2.8341, -1.4674], [2.8438, 1.9194, -1.5351], [1.0306, 3.9268, 0.0555], [-0.2428, 1.6250, -1.5172], [-0.7830, 1.0651, -3.2322], [-2.2950, -0.0517, -3.4198], [0.6579, 0.2561, -4.1171], [-1.3345, 2.6286, -4.1511], [2.0229, 4.7952, -2.7072], [0.2918, 4.5930, -3.0136], [1.4704, 3.5684, -3.8569], [3.6405, 2.5674, -1.9162], [2.7686, 1.0489, -2.1940], [3.1436, 1.5583, -0.5479], [1.9556, 4.4796, 0.2563], [0.7752, 3.3569, 0.9495], [0.2372, 4.6643, -0.1167], [-1.0849, 2.0918, -0.9853], [-2.1846, -0.9953, -2.8870], [-2.4002, -0.2772, -4.4863], [-3.2245, 0.4331, -3.1024], [1.0115, -0.6123, -3.5509], [1.4958, 0.9485, -4.2457], [0.3577, -0.0954, -5.1090], [-1.8954, 3.2939, -3.4848], [-1.9849, 2.3782, -4.9963], [-0.4850, 3.1932, -4.5429], [0.6569, 0.9399, 2.4855], [2.5245, 0.5801, 2.6700], [3.4678, 1.5105, 2.2528], [4.8128, 1.1971, 2.3901], [5.2564, 0.0556, 2.9163], [4.3410, -0.8164, 3.3393], [2.9740, -0.6041, 3.2405], [3.1585, 2.4526, 1.8189], [5.5760, 1.8951, 2.0598], [4.7264, -1.7345, 3.7711], [2.2709, -1.3574, 3.5728]],
  "forces_ev_per_angstrom": [[0.63, 0.04, -0.23], [-0.01, 0.03, 0.02], [-0.03, -0.09, -0.19], [0.00, 0.19, 0.01], [0.00, -0.01, 0.03], [0.01, 0.11, -0.01], [0.27, 0.42, 0.29], [-0.02, -0.31, -0.19], [0.53, 0.57, -0.39], [-1.42, 0.43, 0.24], [0.42, -0.92, 0.06], [0.07, -0.17, -0.20], [0.02, 0.02, 0.02], [0.45, 0.08, -0.05], [0.01, 0.02, 0.06], [0.00, 0.07, 0.06], [-0.45, -0.08, 0.10], [0.15, 0.07, -0.07], [0.01, -0.16, -0.03], [-0.06, -0.10, 0.03], [0.24, 0.12, -0.25], [0.01, 0.06, 0.30], [0.17, -0.23, 0.09], [0.04, -0.02, -0.07], [-0.39, -0.20, 0.11], [-0.10, -0.14, 0.02], [-0.06, 0.04, 0.07], [0.06, 0.03, -0.03], [-0.04, -0.05, 0.02], [0.03, 0.02, 0.02], [-0.10, -0.03, 0.10], [0.00, -0.01, -0.04], [-0.01, -0.01, -0.01], [0.01, -0.03, 0.05], [-0.04, 0.02, -0.05], [-0.07, -0.08, 0.03], [0.07, 0.05, 0.00], [-0.23, 0.10, -0.02], [-0.04, 0.06, 0.11], [0.01, 0.00, -0.02], [-0.06, 0.01, 0.00], [0.26, 0.17, 0.32], [-0.02, -0.41, -0.82], [-0.21, 0.03, 0.60], [-0.33, 0.12, 0.33], [0.00, -0.02, -0.05], [-0.01, -0.05, 0.00], [-0.02, 0.03, -0.05], [0.02, 0.00, -0.02], [-0.07, 0.10, -0.16], [0.02, 0.09, 0.12], [0.05, -0.01, 0.04], [0.02, -0.66, 0.61], [0.08, 0.39, -0.22], [-0.01, -0.07, 0.20], [-0.13, 0.03, 0.07], [0.06, -0.03, -0.17], [-0.03, -0.08, 0.00], [0.13, -0.03, 0.01], [0.01, 0.10, 0.09], [-0.09, 0.00, 0.03], [0.04, 0.05, 0.03], [0.00, -0.03, -0.06], [-0.08, -0.02, -0.05], [0.02, 0.00, 0.01], [0.07, -0.06, 0.00], [0.07, 0.14, -0.15], [-0.10, 0.04, -0.12], [0.02, 0.06, 0.05], [0.06, -0.01, -0.05], [0.00, 0.13, -0.11], [-0.05, -0.05, 0.02], [0.02, 0.04, 0.04], [0.03, -0.05, -0.06], [0.04, -0.02, 0.08], [-0.22, -0.08, 0.01], [0.19, 0.28, -0.55], [0.04, -0.03, 0.07], [0.03, -0.06, 0.01], [-0.02, -0.10, 0.04], [-0.04, 0.00, 0.00], [0.05, 0.10, -0.06], [0.03, 0.04, -0.03], [0.02, 0.00, -0.01], [-0.04, 0.00, 0.00], [-0.05, 0.00, -0.01], [0.04, -0.02, -0.01]],
  "mulliken_charge": [0.499, -0.238, 0.033, -0.712, 0.468, -0.270, -0.599, 0.673, 1.496, -1.526, -0.359, -1.032, 0.468, 0.382, 0.475, 0.360, 1.469, -1.358, -0.193, -0.290, -1.473, -0.275, -0.115, -0.947, 0.024, 0.477, 0.347, -1.144, 0.414, 0.382, 0.383, 0.227, 0.281, 0.418, 0.508, 0.565, 0.089, 0.064, 0.037, 0.539, -0.661, -0.365, 0.280, -0.330, -0.140, 0.310, 0.314, 0.257, -1.236, 0.206, -0.389, -0.819, 0.450, 0.469, -0.990, -0.666, -1.309, 0.373, 0.314, 0.299, 0.519, 0.234, -0.342, 0.355, 0.030, 0.309, -0.009, -0.033, 0.544, 0.326, -0.177, 0.300, 0.454, 0.343, 0.390, 0.347, -0.464, 0.368, -0.146, -0.516, -0.610, -0.440, -0.213, 0.429, 0.376, 0.370, 0.345]
}



No. 2
{
  "formula": "C14H28Cl14",
  "method": "ωB97M-V/def2-TZVPD",
  "e_lumo_ha": 0.01590,
  "homo_energy_ev": -10.43,
  "smiles": "ClCCCl.ClCCCl.ClCCCl.ClCCCl.ClCCCl.ClCCCl.ClCCCl",
  "relative_energy_kj_mol": 8.6,
  "gap_ev": 10.9,
  "species": ["Cl", "C", "C", "Cl", "H", "H", "H", "H", "Cl", "C", "C", "Cl", "H", "H", "H", "H", "Cl", "C", "C", "Cl", "H", "H", "H", "H", "Cl", "C", "C", "Cl", "H", "H", "H", "H", "Cl", "C", "C", "Cl", "H", "H", "H", "H", "Cl", "C", "C", "Cl", "H", "H", "H", "H", "Cl", "C", "C", "Cl", "H", "H", "H", "H"],
  "coordinates": [[-3.0831, 2.3512, -1.7095], [-4.4530, 1.9676, -0.6502], [-4.1121, 2.3944, 0.7752], [-5.5426, 2.1650, 1.8385], [-4.5866, 0.8932, -0.7293], [-5.3302, 2.4793, -1.0152], [-3.8080, 3.4440, 0.7992], [-3.2943, 1.8186, 1.1952], [2.1071, 3.1410, 4.2644], [1.8497, 1.5772, 3.3797], [0.4425, 1.0641, 3.4338], [-0.5695, 1.9239, 2.2798], [2.5082, 0.8300, 3.8228], [2.1676, 1.6998, 2.3480], [0.0012, 1.2276, 4.4031], [0.3984, 0.0144, 3.1574], [2.7245, -4.1994, 0.6956], [1.3486, -3.1846, 1.1490], [0.5636, -3.8738, 2.2124], [-0.6351, -2.7495, 2.8826], [0.7290, -2.9911, 0.2752], [1.7280, -2.2382, 1.5058], [1.2037, -4.2252, 3.0183], [0.0183, -4.7253, 1.8240], [2.1061, 0.3963, -0.0973], [0.9265, 1.1534, -1.1585], [-0.1371, 0.2084, -1.6798], [-1.1282, -0.4819, -0.3509], [1.4515, 1.6398, -1.9900], [0.4752, 2.0054, -0.6411], [0.3165, -0.6446, -2.1821], [-0.8047, 0.7097, -2.3691], [-2.2806, -4.4808, -0.8191], [-3.2465, -3.4602, 0.2937], [-4.4494, -2.7955, -0.3430], [-4.1036, -1.8528, -1.8089], [-2.5831, -2.7174, 0.7037], [-3.5946, -4.1251, 1.0740], [-4.8696, -2.1137, 0.4098], [-5.2445, -3.5149, -0.5398], [1.6208, 3.3216, -4.3517], [0.2466, 4.1656, -5.1052], [-0.7306, 3.1647, -5.6841], [-2.3793, 3.8816, -5.8312], [0.6326, 4.8102, -5.8850], [-0.2297, 4.7754, -4.3502], [-0.8102, 2.2628, -5.0843], [-0.4361, 2.8414, -6.6812], [4.5855, -1.9460, 3.2170], [5.3195, -1.7950, 1.6115], [6.5055, -0.8460, 1.5475], [6.1825, 0.8590, 2.0823], [4.5314, -1.4587, 0.9462], [5.5883, -2.7963, 1.2826], [6.8138, -0.7545, 0.5087], [7.3499, -1.2164, 2.1197]],
  "forces_ev_per_angstrom": [[0.25, 0.25, -0.27], [0.18, -0.30, 0.67], [0.04, 0.17, -0.25], [0.22, 0.05, -0.20], [-0.14, -0.04, 0.10], [-0.15, 0.16, -0.11], [-0.30, -0.11, 0.05], [-0.01, -0.20, -0.05], [-0.23, -0.63, -0.41], [0.63, -0.16, 0.14], [0.11, 0.17, 0.07], [-0.59, 0.48, -0.48], [0.08, 0.18, 0.21], [0.01, 0.25, 0.06], [-0.08, -0.16, 0.36], [0.12, -0.08, 0.06], [0.25, -0.21, -0.25], [-0.19, 0.44, -0.32], [-0.06, -0.59, 0.37], [-0.24, 0.22, 0.18], [0.10, -0.07, -0.07], [0.20, 0.20, 0.10], [-0.01, 0.17, 0.08], [-0.07, -0.10, -0.13], [0.26, -0.26, 0.17], [-0.66, 1.13, -0.60], [0.48, -0.44, 0.31], [0.13, 0.13, -0.12], [0.05, -0.54, 0.01], [-0.06, -0.38, 0.32], [-0.01, 0.04, -0.01], [-0.13, 0.19, 0.02], [-0.12, 0.13, 0.05], [-0.07, 0.02, -0.45], [-0.45, -0.10, 0.61], [-0.07, -0.10, 0.08], [0.29, 0.11, 0.11], [-0.04, 0.00, 0.23], [0.22, 0.00, -0.24], [0.21, -0.02, -0.40], [0.14, -0.05, -0.03], [-0.32, 0.02, -0.13], [-0.26, -0.31, -0.31], [0.44, -0.10, 0.03], [0.12, 0.10, -0.02], [-0.03, 0.03, 0.21], [-0.11, 0.15, 0.25], [0.01, 0.14, 0.01], [0.01, 0.01, 0.29], [-0.17, 0.50, -0.33], [0.00, 0.12, -0.03], [-0.12, -0.79, -0.11], [-0.10, 0.14, -0.06], [0.28, 0.04, 0.07], [-0.01, -0.08, -0.05], [-0.04, 0.08, 0.19]],
  "mulliken_charge": [-0.160, -0.215, -0.163, -0.219, 0.013, 0.389, 0.360, 0.000, -0.213, -0.232, -0.049, -0.146, 0.247, 0.124, 0.423, -0.173, -0.220, 0.138, -0.551, -0.191, 0.183, -0.056, 0.382, 0.330, -0.061, -0.206, -0.425, -0.038, 0.096, 0.238, 0.334, 0.060, -0.206, -0.029, -0.479, -0.164, -0.167, 0.388, 0.274, 0.375, -0.189, -0.433, -0.304, -0.200, 0.335, 0.294, 0.162, 0.334, -0.176, -0.139, -0.524, -0.181, 0.031, 0.340, 0.313, 0.342]
}



> Number 2 is which compound?

C14H28Cl14



> What is the formula in the first record?

C27H45Cl2InN4O3S2SeSi2